{"formula": "C14H18F7NO3P", "method": "ωB97M-V/def2-TZVPD", "elements": ["C", "C", "C", "N", "P", "O", "C", "C", "C", "F", "F", "C", "F", "F", "C", "F", "F", "F", "H", "H", "H", "H", "H", "H", "H", "H", "H", "H", "H", "H", "H", "H", "C", "C", "C", "O", "C", "C", "C", "O", "H", "H", "H", "H"], "coordinates": [[5.270, 1.526, 1.218], [5.231, 1.115, -0.246], [4.152, 1.843, -1.063], [3.066, 0.952, -1.571], [1.831, 0.850, -0.517], [0.857, 2.018, -0.790], [0.346, 2.768, 0.374], [-0.184, 4.095, -0.135], [0.938, -0.761, -0.857], [1.851, -1.742, -0.954], [0.361, -0.587, -2.059], [-0.182, -1.144, 0.133], [-1.063, -0.140, 0.199], [-0.794, -2.228, -0.381], [0.292, -1.540, 1.550], [0.950, -2.701, 1.515], [-0.798, -1.651, 2.324], [1.086, -0.575, 2.047], [4.374, 1.248, 1.758], [5.462, 2.581, 1.333], [6.076, 0.990, 1.699], [5.086, 0.044, -0.331], [6.190, 1.366, -0.672], [3.715, 2.651, -0.486], [4.605, 2.314, -1.920], [3.440, 0.032, -1.785], [2.327, 0.894, 0.787], [1.119, 2.913, 1.117], [-0.469, 2.224, 0.827], [-0.487, 3.946, -1.161], [0.610, 4.827, -0.139], [-1.013, 4.426, 0.462], [-6.683, -3.247, -0.173], [-6.548, -1.932, -0.329], [-5.209, -1.296, -0.357], [-5.075, -0.099, -0.495], [-4.027, -2.179, -0.206], [-4.158, -3.492, -0.050], [-5.500, -4.132, -0.022], [-5.619, -5.327, 0.119], [-7.650, -3.733, -0.149], [-7.397, -1.270, -0.442], [-3.070, -1.692, -0.233], [-3.308, -4.155, 0.062]], "forces_ev_per_a": [[0.17, -0.55, -0.08], [-0.42, 0.55, 0.15], [0.51, -0.09, -0.22], [-0.02, -0.56, 0.75], [0.46, 0.08, -0.73], [0.18, 0.02, 0.83], [-1.02, 0.92, 0.11], [0.81, -0.52, -0.28], [-0.03, 0.42, -0.22], [0.10, -0.11, 0.18], [0.02, 0.01, -0.03], [0.02, -0.98, -0.26], [0.16, 0.24, 0.12], [0.09, 0.18, 0.02], [-0.84, -0.50, 0.39], [-0.24, 0.76, 0.15], [0.86, 0.00, -0.33], [0.00, -0.18, 0.04], [-0.37, 0.08, 0.14], [-0.05, 0.36, 0.04], [0.27, -0.04, 0.23], [0.11, -0.31, -0.07], [0.32, -0.15, -0.25], [-0.28, 0.18, 0.15], [-0.04, 0.14, -0.40], [-0.02, -0.02, -0.48], [-0.35, 0.08, 0.08], [0.42, -0.17, 0.01], [-0.08, -0.52, -0.06], [-0.40, 0.09, -0.24], [0.08, 0.38, 0.03], [-0.30, 0.20, 0.22], [0.00, 0.06, -0.01], [-0.02, -0.03, 0.00], [-0.04, 0.01, 0.00], [0.04, 0.05, 0.00], [-0.21, -0.14, 0.02], [0.06, 0.04, 0.00], [-0.04, 0.04, -0.01], [0.01, -0.08, 0.01], [0.01, -0.04, 0.00], [0.02, 0.03, 0.00], [0.09, 0.11, -0.02], [-0.03, -0.04, 0.00]], "charge": 1, "energy_ev": -50746.0151, "lumo_energy_ev": -3.18, "multiplicity": 1}

{"formula": "C29H80O11", "method": "ωB97M-V/def2-TZVPD", "elements": ["C", "C", "C", "O", "H", "H", "H", "H", "H", "H", "H", "H", "C", "C", "C", "O", "H", "H", "H", "H", "H", "H", "H", "H", "C", "C", "C", "O", "H", "H", "H", "H", "H", "H", "H", "H", "C", "C", "C", "O", "H", "H", "H", "H", "H", "H", "H", "H", "C", "C", "C", "O", "H", "H", "H", "H", "H", "H", "H", "H", "C", "C", "C", "O", "H", "H", "H", "H", "H", "H", "H", "H", "C", "C", "C", "O", "H", "H", "H", "H", "H", "H", "H", "H", "C", "C", "O", "H", "H", "H", "H", "H", "H", "C", "C", "O", "H", "H", "H", "H", "H", "H", "C", "C", "O", "H", "H", "H", "H", "H", "H", "C", "C", "O", "H", "H", "H", "H", "H", "H"], "coordinates": [[-5.834, 22.176, -17.748], [-5.931, 23.322, -18.768], [-5.048, 24.510, -18.376], [-5.432, 22.891, -20.043], [-6.675, 21.507, -17.945], [-5.843, 22.506, -16.713], [-4.911, 21.631, -17.951], [-6.970, 23.655, -18.839], [-4.071, 24.159, -18.047], [-5.605, 25.078, -17.634], [-4.850, 25.173, -19.222], [-6.050, 22.223, -20.365], [-9.550, 24.807, -20.781], [-8.692, 26.025, -20.517], [-7.266, 25.871, -21.046], [-9.297, 27.201, -21.068], [-9.745, 24.695, -21.847], [-10.468, 24.806, -20.193], [-9.004, 23.915, -20.457], [-8.557, 26.179, -19.440], [-7.230, 25.733, -22.126], [-6.701, 25.113, -20.506], [-6.735, 26.806, -20.831], [-9.385, 27.804, -20.315], [-8.122, 32.756, -14.631], [-7.351, 31.425, -14.855], [-6.407, 31.543, -16.041], [-6.543, 31.167, -13.703], [-7.463, 33.602, -14.859], [-8.315, 32.864, -13.563], [-9.047, 32.863, -15.194], [-8.136, 30.680, -14.974], [-5.863, 30.630, -16.270], [-5.686, 32.350, -15.861], [-6.943, 31.925, -16.917], [-5.825, 31.806, -13.769], [-0.397, 24.232, -15.406], [-1.544, 24.441, -16.357], [-2.733, 25.135, -15.695], [-1.072, 25.263, -17.438], [-0.766, 23.569, -14.613], [-0.099, 25.121, -14.843], [0.494, 23.774, -15.831], [-1.886, 23.488, -16.774], [-2.774, 26.211, -15.841], [-2.767, 24.936, -14.616], [-3.674, 24.672, -15.994], [-1.818, 25.520, -17.991], [-1.509, 29.673, -15.552], [-0.636, 28.699, -16.315], [-0.957, 28.553, -17.798], [0.702, 29.162, -16.148], [-1.252, 29.729, -14.492], [-2.581, 29.637, -15.740], [-1.224, 30.698, -15.842], [-0.721, 27.720, -15.825], [-1.951, 28.183, -18.043], [-0.277, 27.773, -18.161], [-0.665, 29.460, -18.329], [1.286, 28.558, -16.620], [-11.909, 30.706, -18.255], [-10.530, 30.490, -18.835], [-9.436, 30.554, -17.767], [-10.359, 29.192, -19.428], [-12.646, 30.737, -19.063], [-11.913, 31.667, -17.743], [-12.217, 29.901, -17.588], [-10.303, 31.276, -19.562], [-8.465, 30.319, -18.191], [-9.702, 29.884, -16.945], [-9.417, 31.546, -17.307], [-10.952, 29.168, -20.193], [-6.800, 29.862, -20.825], [-6.973, 31.282, -21.369], [-6.054, 32.253, -20.656], [-6.798, 31.363, -22.768], [-6.965, 29.823, -19.748], [-5.764, 29.557, -21.025], [-7.451, 29.116, -21.280], [-8.022, 31.521, -21.164], [-6.184, 33.281, -20.992], [-5.037, 31.963, -20.959], [-6.088, 32.175, -19.570], [-5.859, 31.272, -22.965], [-7.923, 25.397, -11.603], [-6.508, 25.854, -11.397], [-5.694, 25.481, -12.518], [-7.983, 24.309, -11.503], [-8.281, 25.652, -12.597], [-8.592, 25.817, -10.852], [-6.080, 25.523, -10.444], [-6.454, 26.955, -11.377], [-4.850, 25.951, -12.411], [-4.153, 29.450, -12.576], [-3.005, 28.498, -12.278], [-3.439, 27.179, -12.579], [-5.055, 29.078, -12.093], [-4.292, 29.606, -13.646], [-4.013, 30.464, -12.194], [-2.725, 28.616, -11.225], [-2.119, 28.750, -12.870], [-2.753, 26.556, -12.312], [-6.458, 27.927, -17.169], [-5.329, 27.684, -16.163], [-5.794, 26.791, -15.155], [-6.207, 28.792, -17.787], [-7.373, 28.167, -16.626], [-6.606, 27.050, -17.796], [-5.043, 28.651, -15.741], [-4.485, 27.236, -16.697], [-5.180, 26.890, -14.414], [-9.728, 24.783, -16.576], [-8.706, 25.031, -15.476], [-7.418, 24.526, -15.817], [-9.648, 23.771, -16.979], [-9.492, 25.451, -17.410], [-10.743, 24.890, -16.193], [-9.018, 24.459, -14.588], [-8.744, 26.073, -15.147], [-6.865, 25.329, -15.745]], "forces_ev_per_a": [[-0.12, 0.12, -0.74], [1.11, 0.27, 0.36], [-0.48, -0.14, -0.40], [-0.65, -0.19, 0.05], [0.05, -0.18, 0.32], [-0.22, 0.12, -0.01], [0.04, 0.02, 0.09], [-0.05, 0.03, -0.13], [-0.08, -0.02, 0.33], [0.47, -0.01, 0.37], [-0.24, -0.10, -0.12], [0.21, 0.00, -0.13], [0.35, -0.40, 0.37], [0.61, 0.00, -0.07], [0.09, 0.73, 0.18], [0.07, -0.16, 0.48], [-0.18, 0.11, 0.00], [-0.17, 0.23, -0.25], [0.05, 0.01, -0.07], [-0.34, -0.13, 0.12], [-0.04, -0.25, 0.01], [-0.22, -0.30, -0.33], [-0.06, 0.03, -0.12], [-0.09, 0.15, -0.40], [0.87, 0.09, 0.31], [-0.06, 1.53, 0.08], [-0.50, 0.58, -0.56], [-0.44, -0.39, -0.07], [-0.10, -0.01, -0.23], [-0.35, -0.23, -0.04], [0.03, -0.12, -0.08], [0.53, -0.62, 0.17], [-0.12, -0.06, -0.04], [0.10, -0.17, 0.31], [-0.02, -0.46, -0.10], [0.07, -0.05, 0.20], [-0.09, -0.48, 1.06], [-0.14, 1.01, -0.51], [-0.63, -0.95, 0.97], [0.28, -0.11, -0.05], [0.14, -0.18, -0.18], [-0.08, 0.31, -0.47], [-0.10, 0.04, -0.27], [0.19, -0.11, 0.12], [0.23, 0.01, -0.12], [0.34, 0.21, 0.00], [-0.03, 0.36, -0.39], [-0.04, -0.11, 0.03], [0.60, 1.71, -0.13], [-0.57, -0.31, 0.36], [1.04, -0.52, 0.07], [0.09, 0.05, -0.04], [-0.30, -0.62, 0.01], [-0.01, -0.57, 0.16], [-0.03, -0.20, -0.41], [-0.06, -0.08, -0.20], [-0.21, 0.38, 0.18], [-0.08, 0.02, -0.12], [-0.47, 0.15, -0.02], [-0.02, 0.02, 0.05], [-0.16, -0.05, -0.55], [1.21, -0.27, 0.72], [-0.83, 0.38, 0.33], [-0.70, 0.53, -0.36], [-0.04, 0.12, 0.07], [-0.20, -0.03, 0.10], [0.23, 0.03, 0.17], [-0.15, -0.10, -0.24], [0.06, -0.09, 0.08], [0.25, -0.30, -0.15], [0.14, 0.08, -0.23], [0.10, -0.28, 0.07], [0.70, -0.05, -0.36], [-0.79, -0.45, 0.85], [0.71, -0.24, -0.42], [-0.13, -0.01, -0.15], [0.04, 0.11, 0.05], [-0.03, -0.15, 0.17], [-0.13, 0.23, -0.19], [0.02, 0.37, -0.33], [-0.23, 0.03, 0.12], [0.05, 0.12, 0.21], [-0.20, 0.09, 0.02], [-0.02, -0.05, 0.03], [-0.07, -0.64, 0.20], [0.67, 1.25, -0.55], [0.05, -0.43, 0.47], [0.00, 0.03, -0.09], [0.02, 0.16, -0.07], [0.05, 0.12, -0.02], [-0.09, -0.32, -0.09], [-0.37, -0.07, 0.28], [-0.37, -0.08, -0.04], [0.14, 0.14, -0.06], [0.08, 1.09, 0.19], [0.11, -0.36, 0.03], [-0.16, -0.04, -0.30], [-0.26, -0.43, -0.03], [0.40, -0.17, 0.27], [-0.06, -0.34, 0.02], [-0.12, -0.09, 0.01], [0.05, 0.08, -0.12], [0.34, 0.07, 0.48], [-0.72, 0.02, -0.70], [0.42, 0.62, -0.20], [0.01, -0.14, -0.17], [-0.07, -0.08, -0.05], [-0.16, 0.05, -0.07], [0.18, -0.13, 0.20], [0.17, 0.16, 0.10], [-0.31, -0.48, 0.21], [0.62, -0.01, -0.26], [-0.94, -1.50, 0.80], [-0.09, 1.57, -0.26], [0.14, -0.07, 0.21], [-0.48, 0.09, 0.00], [-0.04, 0.35, -0.18], [-0.09, 0.09, -0.08], [0.52, 0.10, -0.31], [0.41, -0.67, 0.17]], "charge": 0, "energy_ev": -53891.2531, "relative_energy_kj_mol": 162.80, "lumo_energy_ev": 0.40, "multiplicity": 1}

{"formula": "C5H6BrN3S", "method": "ωB97M-V/def2-TZVPD", "elements": ["C", "C", "C", "C", "C", "N", "N", "N", "S", "Br", "H", "H", "H", "H", "H", "H"], "coordinates": [[-1.806, -2.753, 0.270], [-0.519, -0.802, 0.069], [-0.045, 1.970, -0.647], [0.513, 1.702, 0.707], [0.893, 0.776, -0.375], [-2.174, -1.825, 1.082], [-1.472, -0.696, 0.954], [2.109, 0.416, -0.803], [-0.507, -2.288, -0.792], [2.929, -0.862, 0.365], [-2.175, -3.694, 0.258], [-1.093, 1.598, -0.787], [0.141, 2.745, -1.330], [1.200, 2.343, 1.292], [-0.183, 1.431, 1.490], [2.188, -0.059, -1.753]], "forces_ev_per_a": [[1.43, 2.31, -0.52], [1.78, 2.37, -0.97], [-1.28, -2.33, -0.14], [0.41, 1.09, 1.84], [-4.47, -1.24, 1.60], [-0.96, -1.06, 0.30], [1.80, 0.96, -0.66], [1.47, -1.71, -1.69], [-0.29, 0.05, 0.80], [-0.04, 0.53, -0.22], [-1.36, -2.69, 0.00], [1.07, 0.47, 0.27], [0.99, 1.05, -0.45], [0.35, -0.13, -1.37], [-0.40, -0.77, -0.44], [-0.50, 1.10, 1.67]], "charge": 0, "energy_ev": -90624.9683, "relative_energy_kj_mol": 200.29, "lumo_energy_ev": -0.37, "multiplicity": 1}

{"formula": "C24H36N13O4P", "method": "ωB97M-V/def2-TZVPD", "elements": ["O", "C", "N", "O", "C", "O", "N", "P", "O", "H", "H", "H", "C", "C", "N", "H", "H", "H", "C", "C", "N", "H", "H", "H", "C", "C", "N", "H", "H", "H", "C", "C", "N", "H", "H", "H", "C", "C", "N", "H", "H", "H", "C", "C", "N", "H", "H", "H", "C", "C", "N", "H", "H", "H", "C", "C", "N", "H", "H", "H", "C", "C", "N", "H", "H", "H", "C", "C", "N", "H", "H", "H", "C", "C", "N", "H", "H", "H"], "coordinates": [[0.932, -3.648, -2.994], [0.993, -2.538, -3.782], [0.998, -1.169, -4.080], [-0.256, -0.691, -4.146], [-0.905, -0.629, -2.828], [-0.264, -0.484, -1.645], [-2.444, -0.669, -2.728], [-2.965, -2.218, -3.455], [-3.518, -3.221, -2.329], [-2.710, -0.666, -1.700], [-3.958, -1.950, -4.469], [-1.864, -2.903, -4.143], [0.909, -6.004, -0.664], [1.925, -6.176, 0.387], [2.728, -6.313, 1.218], [0.262, -5.143, -0.464], [1.366, -5.843, -1.646], [0.260, -6.882, -0.749], [-2.609, 0.336, 1.958], [-2.760, -0.567, 0.805], [-2.879, -1.281, -0.106], [-1.559, 0.594, 2.136], [-3.152, 1.275, 1.810], [-2.991, -0.117, 2.879], [2.267, -3.324, 3.301], [0.970, -2.670, 3.544], [-0.055, -2.154, 3.737], [2.152, -4.245, 2.718], [2.950, -2.673, 2.746], [2.766, -3.594, 4.237], [4.817, 0.074, -4.405], [3.978, -0.855, -5.181], [3.315, -1.588, -5.794], [5.606, 0.517, -5.022], [4.229, 0.900, -3.991], [5.306, -0.429, -3.565], [-0.716, 0.888, 5.971], [-2.066, 0.681, 5.420], [-3.132, 0.517, 4.984], [-0.345, 1.897, 5.764], [-0.698, 0.753, 7.058], [0.007, 0.183, 5.546], [2.191, 2.359, 8.868], [2.040, 1.455, 7.715], [1.921, 0.742, 6.804], [3.241, 2.616, 9.046], [1.648, 3.298, 8.720], [1.809, 1.906, 9.789], [-5.976, 2.049, 0.373], [-5.007, 1.863, -0.719], [-4.241, 1.716, -1.583], [-6.536, 1.130, 0.578], [-5.483, 2.341, 1.306], [-6.708, 2.828, 0.137], [-1.969, 0.693, -6.508], [-3.308, 0.322, -6.996], [-4.366, 0.030, -7.382], [-1.514, -0.114, -5.924], [-1.286, 0.921, -7.333], [-2.004, 1.578, -5.863], [5.075, -3.808, -7.149], [6.044, -3.994, -8.242], [6.810, -4.140, -9.106], [4.514, -4.726, -6.945], [5.568, -3.515, -6.216], [4.343, -3.028, -7.386], [-3.945, 5.494, -3.435], [-2.915, 4.637, -4.046], [-2.101, 3.960, -4.528], [-4.294, 6.266, -4.129], [-4.823, 4.915, -3.128], [-3.569, 6.007, -2.544], [3.431, 6.160, 10.075], [2.092, 5.789, 9.587], [1.034, 5.497, 9.201], [3.886, 5.352, 10.658], [4.114, 6.388, 9.250], [3.396, 7.044, 10.720]], "forces_ev_per_a": [[0.90, 8.86, -6.90], [-1.10, -2.66, 6.05], [2.17, -6.71, 1.10], [-3.76, 0.66, 2.56], [0.38, 1.19, 7.71], [-3.09, -0.94, -8.27], [4.17, -1.77, -3.00], [-2.18, -3.37, 4.39], [1.75, 3.45, -4.12], [0.55, -0.27, -0.89], [0.86, 0.20, 0.51], [-0.61, 1.23, 0.30], [-0.16, 0.00, -0.19], [0.83, -0.16, 0.85], [-1.30, 0.28, -1.31], [0.23, -0.11, 0.13], [0.11, -0.02, 0.31], [0.24, 0.07, 0.21], [0.00, -0.08, 0.05], [-0.06, -0.64, -0.82], [0.06, 1.34, 2.03], [-0.13, -0.24, -0.21], [0.02, -0.25, -0.20], [0.06, -0.07, -0.39], [0.17, -0.13, -0.05], [-1.10, 0.59, 0.23], [1.67, -0.76, -0.30], [-0.16, 0.18, 0.10], [-0.31, 0.04, 0.10], [-0.29, 0.14, -0.06], [0.11, 0.18, 0.13], [-0.69, -0.80, -0.70], [1.23, 1.23, 1.05], [-0.23, -0.22, -0.08], [-0.10, -0.26, -0.18], [-0.21, -0.11, -0.22], [-0.07, -0.06, -0.08], [-1.18, -0.15, -0.39], [1.69, 0.34, 0.86], [-0.27, -0.17, -0.07], [-0.25, -0.05, -0.29], [-0.42, 0.07, -0.02], [-0.05, 0.12, 0.12], [0.02, -0.82, -0.95], [0.58, 1.23, 1.66], [-0.11, -0.20, -0.23], [0.02, -0.33, -0.17], [0.01, -0.11, -0.29], [-0.16, 0.00, 0.18], [0.81, -0.17, -0.94], [-1.25, 0.33, 1.43], [0.24, 0.06, -0.20], [0.09, -0.07, -0.27], [0.24, -0.12, -0.15], [0.16, 0.05, 0.07], [-1.12, -0.28, -0.43], [1.70, 0.43, 0.65], [-0.30, 0.10, -0.23], [-0.30, -0.10, 0.00], [-0.22, -0.11, -0.10], [-0.13, 0.02, 0.03], [0.88, -0.23, -0.95], [-1.26, 0.26, 1.42], [0.22, 0.07, -0.20], [0.07, -0.05, -0.30], [0.29, -0.18, -0.09], [-0.18, 0.13, 0.10], [0.94, -0.83, -0.55], [-1.39, 1.15, 0.78], [0.22, -0.23, -0.03], [0.30, -0.12, -0.14], [0.14, -0.21, -0.20], [0.23, 0.07, 0.06], [-1.18, -0.20, -0.40], [1.78, 0.50, 0.65], [-0.27, 0.03, -0.13], [-0.31, -0.08, 0.01], [-0.23, -0.17, -0.15]], "charge": 0, "energy_ev": -62311.4916, "relative_energy_kj_mol": 417.97, "lumo_energy_ev": -1.21, "multiplicity": 1}